A 3-piece molecular cluster, C37H28BF8IN4O9PS overall, computed with wB97M-V/def2-TZVPD.

Summary:
Electronic energy   -4183.5242 Eh
Largest force on an atom   9.6 eV/A
Frontier orbital gap   6.024 eV
Total charge   +1

```
90
Properties=species:S:1:pos:R:3:forces:R:3:lowdin_charge:R:1
C -2.127497 -6.236116 0.024282 0.353 0.456 0.063 -0.08
C -1.366995 -4.830763 0.431825 -0.792 -2.507 1.501 -0.21
O -1.384251 -3.843255 -0.673579 1.390 3.504 1.926 0.01
B -0.879118 -2.557200 -0.210112 1.085 -4.389 2.792 -0.50
O -0.124518 -2.573629 1.073177 -2.649 1.936 -2.943 0.09
N -0.990803 -1.227508 -0.905368 0.951 2.934 -3.340 0.16
C -0.150471 -0.447224 -1.829254 -0.092 0.526 -0.453 -0.16
N 1.036356 -0.817588 -2.345921 0.082 0.650 0.476 0.14
C 1.791897 -2.091169 -2.175845 1.035 -2.183 -1.249 -0.21
C 1.106506 -3.253279 -3.114882 -0.102 -0.033 0.612 -0.01
F 3.162131 -1.900352 -2.729859 -3.445 -0.090 1.541 -0.07
N -0.636171 0.899635 -2.256185 -4.854 -4.517 4.914 0.13
C -1.933395 0.923124 -1.530041 6.565 -2.086 -0.735 -0.33
P -3.009622 2.469939 -1.706651 -1.513 1.932 1.022 0.56
O -3.016362 3.455489 -0.277319 1.810 -2.707 -1.166 -0.38
I -1.846608 3.901199 -3.391672 -0.061 -0.800 0.869 0.47
N -2.097888 -0.371000 -0.758404 -1.285 3.756 -1.660 -0.16
S -3.556955 -0.423345 0.121037 -1.822 1.519 9.351 0.88
O -3.562352 0.806511 1.080260 0.542 -3.672 -4.968 -0.29
O -3.844371 -1.632798 1.004814 1.735 2.433 -4.391 -0.27
C -5.127335 -0.188498 -0.935003 -2.129 1.663 -4.004 -0.26
F -4.795993 -0.226071 -2.382804 -0.610 -0.002 4.281 0.00
F -5.783985 1.088821 -0.704223 2.381 -4.099 -0.374 0.05
C -6.239769 -1.351736 -0.702730 -1.955 -1.785 -2.612 -0.13
F -5.738557 -2.714574 -1.003147 -1.176 4.634 1.176 0.05
F -7.281908 -1.117205 -1.734358 3.359 -0.492 3.073 0.06
C -7.017813 -1.297705 0.725133 -2.156 -0.798 3.212 -0.19
F -6.978105 -2.644099 1.302024 -0.206 4.413 -1.815 0.07
F -8.436903 -0.902593 0.576841 5.064 -1.412 0.335 0.07
F -6.448409 -0.391058 1.707497 -1.510 -2.783 -3.409 0.07
H -2.306192 -6.837255 1.021690 0.431 1.256 -2.004 0.10
H -1.442971 -6.877635 -0.680385 -1.472 1.281 1.302 0.09
H -3.162543 -6.029652 -0.468551 1.949 -0.371 0.845 0.09
H -1.934596 -4.414754 1.375427 1.253 -0.525 -2.016 0.14
H -0.288162 -5.145395 0.752249 -1.891 1.040 -0.755 0.14
H -0.273808 -1.676697 1.489375 0.747 -1.234 -0.305 0.12
H 1.499176 -0.095439 -2.966786 -0.637 -0.875 0.856 0.19
H 1.962369 -2.433084 -1.070285 -0.526 1.004 -2.000 0.18
H 1.689831 -3.350178 -4.117769 -1.032 0.311 1.928 0.11
H -0.012273 -3.002176 -3.329584 2.060 -0.365 0.383 0.10
H 1.123239 -4.258423 -2.535713 0.099 1.722 -1.121 0.10
H -2.322339 3.156294 0.383742 -1.088 0.634 -0.899 0.08
C 7.295458 -1.013591 -4.583345 -0.048 0.283 -0.088 -0.05
C 6.063823 -1.224757 -3.964885 -0.162 0.280 -0.061 -0.05
C 5.101330 -0.216577 -3.965973 0.186 -0.103 -0.020 -0.01
C 5.373914 1.010906 -4.576209 0.186 -0.425 0.118 -0.08
C 6.614382 1.231198 -5.173430 0.148 -0.531 0.129 -0.08
C 7.573009 0.212112 -5.186866 -0.058 -0.222 0.124 0.01
C 6.931421 2.542492 -5.778241 1.276 0.235 -0.623 -0.28
O 8.017346 2.735672 -6.305326 -0.632 -0.118 0.309 0.11
C 5.919713 3.618821 -5.728506 -0.166 0.560 -0.090 -0.08
C 6.226673 4.882262 -6.245178 -0.182 0.210 0.000 0.01
C 5.273371 5.899842 -6.214426 0.128 -0.306 0.040 -0.05
C 4.010055 5.656897 -5.677314 0.017 -0.301 0.093 -0.05
C 3.702874 4.400960 -5.156682 0.069 0.277 -0.103 0.00
C 4.662477 3.382497 -5.173256 -0.216 0.435 -0.070 -0.09
C 4.339420 2.065680 -4.586820 -0.795 -0.178 0.361 -0.27
O 3.230933 1.852016 -4.110296 0.098 -0.052 -0.037 0.06
H 8.042787 -1.802775 -4.590638 -0.111 0.146 -0.008 0.11
H 5.852184 -2.175930 -3.483365 0.018 0.149 -0.074 0.10
H 4.141295 -0.388842 -3.486902 0.477 0.347 -0.309 0.08
H 8.537642 0.372136 -5.662677 -0.250 0.139 0.071 0.13
H 7.208985 5.078760 -6.668795 -0.173 -0.222 0.113 0.13
H 5.515813 6.882122 -6.611663 -0.024 -0.178 0.059 0.11
H 3.264770 6.447921 -5.659962 0.120 -0.135 0.001 0.11
H 2.716983 4.219799 -4.734765 0.263 -0.113 -0.044 0.12
C -3.992383 -1.510294 4.357769 0.262 0.151 0.051 -0.06
C -4.760748 -1.442714 5.519222 0.192 0.201 0.172 -0.04
C -4.312672 -0.699217 6.610112 -0.130 -0.162 -0.216 0.02
C -3.086343 -0.030322 6.544925 -0.369 -0.369 -0.303 -0.08
C -2.306650 -0.118313 5.392418 -0.327 -0.283 -0.248 -0.08
C -2.766255 -0.850501 4.292932 -0.345 -0.177 0.078 0.00
C -0.985996 0.542947 5.329110 0.606 -0.024 -0.780 -0.28
O -0.303155 0.468630 4.316024 -0.215 -0.019 0.171 0.07
C -0.498990 1.287090 6.509008 0.396 0.251 0.199 -0.09
C 0.773191 1.869256 6.484371 0.126 0.169 0.227 0.00
C 1.235283 2.584654 7.588736 -0.195 -0.175 -0.215 -0.05
C 0.426690 2.728704 8.715206 -0.242 -0.164 -0.105 -0.05
C -0.838913 2.145276 8.745123 0.235 0.100 0.000 0.01
C -1.299125 1.414815 7.643964 0.390 0.309 0.241 -0.08
C -2.627577 0.770198 7.699395 -0.786 0.187 1.236 -0.28
O -3.335967 0.892111 8.689028 0.407 -0.095 -0.618 0.11
H -4.345701 -2.082537 3.503880 0.056 0.101 0.134 0.09
H -5.710864 -1.967566 5.574608 0.150 0.097 0.002 0.11
H -4.919539 -0.646390 7.511093 0.249 0.111 -0.123 0.13
H -2.169598 -0.912584 3.385989 -0.023 0.106 0.269 0.10
H 1.408756 1.764029 5.608029 -0.262 -0.053 0.116 0.12
H 2.225899 3.031639 7.569463 -0.167 -0.079 -0.013 0.11
H 0.784020 3.292382 9.573107 -0.075 -0.101 -0.138 0.11
H -1.462488 2.257525 9.629067 0.011 -0.134 -0.268 0.12
```
Forces are in eV/Å.